{
  "formula": "C31H27Cl2N2O5W",
  "method": "ωB97M-V/def2-TZVPD",
  "elements": ["W", "C", "C", "C", "C", "C", "C", "C", "C", "C", "H", "H", "H", "H", "H", "H", "H", "H", "H", "H", "H", "H", "C", "O", "C", "C", "C", "C", "C", "C", "N", "N", "C", "O", "C", "C", "C", "C", "C", "C", "C", "O", "H", "H", "H", "H", "H", "H", "H", "H", "H", "H", "H", "H", "Cl", "C", "C", "C", "Cl", "C", "O", "C", "C", "O", "C", "H", "H", "H"],
  "coordinates": [[-0.29, 0.01, -0.42], [2.24, 0.13, -3.06], [2.33, -0.48, -1.69], [1.48, -1.54, -1.32], [1.65, -2.19, -0.08], [0.87, -3.43, 0.25], [2.63, -1.72, 0.79], [3.44, -0.64, 0.46], [4.46, -0.12, 1.42], [3.28, -0.03, -0.79], [3.07, -0.20, -3.68], [2.29, 1.22, -3.01], [1.32, -0.16, -3.57], [0.83, -1.98, -2.06], [1.43, -4.31, -0.09], [-0.10, -3.44, -0.24], [0.72, -3.53, 1.33], [2.76, -2.22, 1.74], [5.44, -0.04, 0.95], [4.55, -0.76, 2.30], [4.18, 0.89, 1.76], [3.92, 0.80, -1.05], [-1.69, -3.02, -3.46], [-2.99, -3.10, -2.90], [-3.44, -2.12, -2.08], [-4.81, -1.87, -2.09], [-5.38, -0.91, -1.29], [-4.60, -0.16, -0.41], [-3.24, -0.40, -0.38], [-2.29, 0.18, 0.60], [-1.56, 1.32, 0.46], [-1.06, 1.85, 1.65], [-0.06, 1.16, 2.08], [0.30, 0.03, 1.40], [0.70, 1.50, 3.29], [1.72, 0.65, 3.72], [2.45, 0.97, 4.85], [2.16, 2.14, 5.55], [1.15, 2.99, 5.11], [0.42, 2.67, 3.98], [-2.66, -1.38, -1.19], [-1.29, -1.51, -1.09], [-1.71, -3.66, -4.35], [-0.94, -3.39, -2.77], [-1.46, -2.00, -3.76], [-5.41, -2.46, -2.78], [-6.45, -0.74, -1.33], [-5.04, 0.58, 0.24], [-2.32, -0.24, 1.60], [1.93, -0.26, 3.17], [3.23, 0.31, 5.20], [2.74, 2.39, 6.43], [0.94, 3.90, 5.65], [-0.37, 3.32, 3.63], [-0.29, 7.04, -2.65], [0.00, 5.44, -2.06], [0.97, 5.26, -1.04], [1.25, 4.02, -0.55], [2.42, 3.80, 0.69], [0.55, 2.88, -1.03], [0.83, 1.70, -0.57], [-0.41, 3.08, -2.05], [-1.01, 1.96, -2.64], [-0.90, 0.77, -2.23], [-0.67, 4.37, -2.57], [1.49, 6.12, -0.65], [-1.61, 2.09, -3.54], [-1.40, 4.51, -3.36]],
  "lowdin_charge": [1.877, -0.023, -0.284, -0.126, -0.283, -0.019, -0.012, -0.230, -0.025, 0.001, 0.101, 0.088, 0.078, 0.113, 0.101, 0.067, 0.092, 0.131, 0.094, 0.083, 0.083, 0.139, -0.051, -0.054, -0.209, 0.019, -0.058, -0.022, -0.168, -0.145, -0.124, 0.136, -0.367, -0.188, -0.160, -0.021, -0.061, -0.061, -0.058, -0.020, -0.229, -0.275, 0.100, 0.076, 0.096, 0.129, 0.112, 0.121, 0.152, 0.100, 0.110, 0.111, 0.112, 0.117, 0.720, -0.650, -0.070, -0.558, 0.770, -0.330, -0.195, -0.120, -0.083, -0.128, -0.033, 0.120, 0.159, 0.128],
  "e_tot_ha": -2670.4885,
  "de_lowest_kj_mol": 119.8,
  "e_homo_ev": [-11.0160, -11.0266],
  "multiplicity": 1,
  "total_charge": 1,
  "fmax_ev_per_a": 0.39
}